The following is a quantum chemistry calculation of a cluster of 2 separate species, C21H32F3NO in total at a distorted geometry, from the Open Molecules 2025 dataset.

Output
**E**: -1248.9451 a.u.
**Spin multiplicity**: 1
**Orbital gap**: 5.8 eV
**SMILES**: CC(C)(C)C1=CC(=CC(F)(F)F)C=C(C(C)(C)C)C1=O.C1CCNCC1

Geometry (Å):
C -4.32 1.26 -3.01
C -3.52 1.61 -1.75
C -3.23 3.11 -1.76
C -4.33 1.27 -0.50
C -2.18 0.82 -1.73
C -0.95 1.42 -1.62
C 0.28 0.70 -1.46
C 1.48 1.37 -1.18
C 2.78 0.76 -1.30
F 3.79 1.69 -1.43
F 3.17 -0.07 -0.25
F 2.88 -0.07 -2.42
C 0.21 -0.73 -1.62
C -0.97 -1.40 -1.73
C -1.02 -2.96 -1.75
C -1.77 -3.47 -0.50
C 0.38 -3.57 -1.75
C -1.77 -3.46 -3.00
C -2.25 -0.66 -1.75
O -3.36 -1.25 -1.75
H -4.54 0.19 -3.00
H -5.25 1.83 -3.02
H -3.74 1.51 -3.90
H -2.67 3.41 -0.87
H -2.66 3.40 -2.64
H -4.16 3.68 -1.76
H -3.75 1.52 0.40
H -5.26 1.84 -0.49
H -4.55 0.20 -0.50
H -0.86 2.52 -1.67
H 1.48 2.45 -1.21
H 1.15 -1.28 -1.67
H -2.79 -3.08 -0.50
H -1.79 -4.56 -0.50
H -1.26 -3.11 0.40
H 0.94 -3.25 -2.63
H 0.93 -3.28 -0.85
H 0.31 -4.66 -1.76
H -1.25 -3.10 -3.90
H -1.79 -4.55 -3.01
H -2.79 -3.07 -2.99
C 3.89 1.27 5.30
C 4.89 0.81 4.24
C 4.37 0.98 2.81
N 2.99 0.64 2.59
C 2.01 0.76 3.62
C 2.53 0.61 5.07
H 4.26 0.99 6.30
H 3.79 2.36 5.29
H 5.81 1.40 4.33
H 5.14 -0.24 4.43
H 4.52 2.04 2.53
H 4.98 0.39 2.11
H 2.67 0.61 1.63
H 1.54 1.75 3.56
H 1.22 0.02 3.44
H 2.61 -0.45 5.33
H 1.78 1.05 5.74

natural (NBO) population analysis, charges in e, atoms 1 to 6:
1. C -0.610
2. C -0.074
3. C -0.607
4. C -0.609
5. C -0.016
6. C -0.188

The following is a quantum chemistry calculation of a structure of composition C29H38FeN3O6PS2, from the Open Molecules 2025 dataset.

Output
**Expectation value of S²**: 0.76
**E**: -4144.8564 a.u.
**Net charge**: +1
**Spin multiplicity**: 2
**Orbital gap (spin up / spin down)**: 8.7 / 6.3 eV

Geometry (Å):
Fe -2.09 0.77 0.05
N -0.63 1.34 1.34
C -0.87 2.52 2.19
C -2.31 2.55 2.69
C -3.28 3.07 1.62
N -3.55 2.03 0.61
H -0.56 0.50 1.93
H 0.26 1.43 0.86
H -0.69 3.41 1.57
H -0.17 2.55 3.02
H -2.39 3.16 3.59
H -2.61 1.54 2.97
H -2.81 3.90 1.10
H -4.21 3.44 2.06
H -3.89 2.47 -0.24
H -4.28 1.39 0.91
O -0.51 -0.89 -3.27
S -0.42 -1.13 -1.86
O -1.69 -1.28 -1.16
O 0.45 -0.17 -1.12
C 0.43 -2.68 -1.66
C 0.12 -3.74 -2.49
C 0.81 -4.94 -2.35
C 1.81 -5.06 -1.40
C 2.12 -4.00 -0.57
C 1.42 -2.80 -0.69
P 1.85 -1.39 0.35
C 2.37 -2.05 1.93
C 3.42 -1.49 2.67
C 3.72 -1.99 3.93
C 2.97 -3.03 4.46
C 1.92 -3.58 3.74
C 1.61 -3.09 2.48
C 3.12 -0.38 -0.41
C 3.51 0.81 0.20
C 4.43 1.64 -0.42
C 4.94 1.29 -1.67
C 4.52 0.12 -2.29
C 3.61 -0.71 -1.67
H -0.64 -3.62 -3.25
H 0.58 -5.77 -3.00
H 2.36 -5.99 -1.30
H 2.90 -4.10 0.18
H 4.04 -0.71 2.25
H 4.54 -1.56 4.49
H 3.20 -3.41 5.45
H 1.33 -4.38 4.16
H 0.77 -3.50 1.94
H 3.10 1.10 1.16
H 4.75 2.55 0.06
H 5.66 1.94 -2.15
H 4.91 -0.14 -3.27
H 3.28 -1.61 -2.16
O -1.16 -1.37 2.67
C -2.22 -1.54 2.09
C -3.09 -2.79 2.18
C -4.26 -2.50 1.23
C -3.93 -1.13 0.68
O -4.56 -0.53 -0.17
N -2.79 -0.64 1.26
H -3.37 -2.96 3.21
H -2.49 -3.65 1.86
H -5.23 -2.49 1.73
H -4.33 -3.20 0.40
C -0.37 5.34 -1.13
C -0.76 4.50 -2.34
S -0.45 2.74 -2.04
O -1.70 2.33 -1.28
C -0.61 2.13 -3.73
C -1.97 2.38 -4.36
H -0.59 6.39 -1.33
H 0.69 5.25 -0.92
H -0.93 5.04 -0.25
H -0.19 4.78 -3.23
H -1.82 4.59 -2.57
H -0.40 1.07 -3.66
H 0.22 2.61 -4.27
H -2.76 2.06 -3.69
H -2.05 1.80 -5.27
H -2.12 3.43 -4.62

Löwdin population analysis, charges in e, atoms 1 to 6:
1. Fe 0.584
2. N 0.000
3. C -0.202
4. C -0.162
5. C -0.199
6. N -0.013

The following is a quantum chemistry calculation of the molecule C5H11NO at a distorted geometry, from the Open Molecules 2025 dataset.

Output
**E**: -327.0227 a.u.
**Spin multiplicity**: 1
**Orbital gap**: 9.6 eV
**SMILES**: C=CCCNCO

Geometry (Å):
C 0.07 0.51 1.14
C 0.98 -0.71 1.33
C 1.84 -1.18 0.23
C 1.93 -2.47 -0.21
N -0.69 0.44 -0.07
C -1.35 1.60 -0.60
O -2.26 1.33 -1.66
H 0.60 1.55 1.11
H -0.48 0.68 2.02
H 1.63 -0.55 2.23
H 0.32 -1.60 1.72
H 2.48 -0.44 -0.20
H 2.34 -2.61 -1.13
H 1.13 -3.16 -0.04
H -0.26 -0.10 -0.83
H -1.88 2.08 0.18
H -0.69 2.41 -1.09
H -3.14 1.49 -1.42

natural (NBO) population analysis, charges in e, atoms 1 to 6:
1. C -0.197
2. C -0.458
3. C -0.153
4. C -0.403
5. N -0.656
6. C 0.113

The following is a quantum chemistry calculation of a structure of composition C23H55AsN5O3P2Si2W at a distorted geometry, from the Open Molecules 2025 dataset.

Output
**E**: -4972.6752 a.u.
**Net charge**: +3
**Spin multiplicity**: 1
**Orbital gap (spin up / spin down)**: 6.8 / 6.8 eV

Geometry (Å):
W -0.11 -0.05 -0.08
C -3.34 -0.32 2.00
N -1.93 0.12 1.89
C -1.79 1.43 2.57
P -0.71 -0.88 2.55
O 0.54 -0.48 1.84
O -1.19 -2.34 2.10
P -0.44 -3.15 0.86
O -0.39 -2.11 -0.21
N -1.35 -4.45 0.52
C -1.53 -5.48 1.52
C -2.17 -4.60 -0.68
N 1.04 -3.54 1.48
C 1.76 -4.50 0.62
C 1.35 -3.73 2.90
N -0.60 -0.86 4.16
C -1.67 -1.40 4.99
C 0.56 -0.34 4.87
H -3.93 0.24 1.27
H -3.74 -0.12 3.00
H -3.43 -1.38 1.79
H -2.12 1.38 3.61
H -2.40 2.18 2.04
H -0.74 1.76 2.55
H -0.93 -5.26 2.40
H -1.24 -6.45 1.12
H -2.58 -5.53 1.83
H -1.83 -3.91 -1.45
H -3.22 -4.42 -0.47
H -2.05 -5.61 -1.05
H 1.65 -4.20 -0.42
H 1.38 -5.51 0.75
H 2.82 -4.48 0.89
H 0.70 -3.11 3.51
H 2.38 -3.43 3.07
H 1.24 -4.77 3.20
H -2.44 -1.83 4.35
H -2.10 -0.63 5.62
H -1.28 -2.19 5.63
H 1.31 -0.02 4.15
H 1.00 -1.12 5.50
H 0.29 0.50 5.50
C 3.88 3.75 -2.71
N 2.73 3.21 -1.97
C 3.04 3.17 -0.53
C 2.25 1.89 -2.54
C 2.72 0.68 -1.78
C 4.03 0.28 -2.04
C 4.59 -0.81 -1.41
C 3.81 -1.53 -0.51
C 2.50 -1.15 -0.27
C 1.87 -0.03 -0.88
H 4.18 4.72 -2.31
H 3.64 3.88 -3.77
H 4.73 3.08 -2.63
H 1.94 3.86 -2.07
H 3.88 2.50 -0.35
H 2.16 2.82 0.02
H 3.30 4.17 -0.19
H 2.63 1.83 -3.56
H 1.15 1.91 -2.57
H 4.63 0.83 -2.76
H 5.61 -1.11 -1.61
H 4.23 -2.38 0.00
H 1.97 -1.77 0.45
C -2.99 4.94 -1.14
Si -1.13 4.60 -1.41
C 0.02 5.63 -0.26
C -0.61 4.65 -3.27
As -0.61 2.13 -0.45
Si -1.54 -0.36 -2.16
C -2.30 1.01 -3.28
C -0.48 -1.47 -3.34
C -3.11 -1.28 -1.45
H -3.23 5.98 -1.36
H -3.29 4.75 -0.11
H -3.61 4.33 -1.79
H -0.54 6.43 0.21
H 0.84 6.11 -0.78
H 0.41 4.99 0.53
H -0.55 5.68 -3.60
H -1.37 4.17 -3.89
H 0.34 4.17 -3.49
H -1.54 1.61 -3.78
H -2.94 1.69 -2.72
H -2.91 0.56 -4.06
H 0.22 -0.88 -3.91
H -1.12 -1.98 -4.05
H 0.08 -2.23 -2.79
H -3.95 -0.61 -1.33
H -2.92 -1.77 -0.49
H -3.42 -2.05 -2.16

Löwdin population analysis, charges in e, atoms 1 to 6:
1. W 1.051
2. C -0.071
3. N -0.332
4. C -0.154
5. P 0.475
6. O -0.372

The following is a quantum chemistry calculation of the ion C4H4BrClPS with charge +1 at a distorted geometry, from the Open Molecules 2025 dataset.

Output
**E**: -3928.1977 a.u.
**Net charge**: +1
**Spin multiplicity**: 1
**Orbital gap (spin up / spin down)**: 7.8 / 6.1 eV

Geometry (Å):
C 0.73 -0.88 -1.06
C 0.41 0.46 -1.05
C 0.05 -1.96 -0.48
C 0.14 0.71 1.60
P -0.71 1.01 0.17
S -0.45 -3.16 0.30
Cl -1.03 2.83 -0.11
Br -2.58 -0.15 0.04
H 1.55 -1.19 -1.74
H 0.95 1.32 -1.43
H 0.18 -0.37 1.72
H 0.76 1.40 2.04

natural (NBO) population analysis, charges in e, atoms 1 to 6:
1. C -0.377
2. C -0.542
3. C -0.093
4. C -0.735
5. P 1.297
6. S 0.512